A 3-piece molecular cluster, C17H43BN2O3 overall, computed with ωB97M-V/def2-TZVPD.

XYZ file:
```
66
C17H43BN2O3 (ωB97M-V/def2-TZVPD)
C -4.10145 2.61522 1.08546
O -3.32537 1.56793 0.53926
C -2.06829 1.91555 -0.00691
C -0.99744 1.14019 0.73893
O 0.25063 1.51849 0.21435
C 1.37510 0.94791 0.87450
B 2.53663 1.99764 1.06369
C 2.22544 3.51859 1.28081
O 3.83128 1.51898 1.02724
H -3.54143 3.55402 1.11357
H -4.39284 2.35425 2.10549
H -5.01065 2.76011 0.49350
H -2.04881 1.65387 -1.06928
H -1.85794 2.98682 0.07194
H -1.06324 1.36949 1.81246
H -1.17035 0.06258 0.61179
H 1.70132 0.04246 0.34540
H 1.08834 0.62356 1.89049
H 2.96777 4.01051 1.91638
H 1.22857 3.67782 1.69589
H 2.24845 4.02060 0.30748
H 4.36795 1.79847 1.78127
C 4.33417 -1.89003 1.46344
C 5.84117 -1.89905 1.26923
N 6.56860 -1.55753 2.48158
C 7.97218 -1.26085 2.25250
C 8.87677 -2.38924 1.74348
C 6.26924 -2.37561 3.64661
C 6.47227 -3.89159 3.52937
H 4.01788 -0.93325 1.87763
H 3.83672 -2.02275 0.50183
H 3.99308 -2.69056 2.12155
H 6.10166 -1.14289 0.52342
H 6.14322 -2.86912 0.84295
H 8.38369 -0.86555 3.18561
H 8.00942 -0.43794 1.53204
H 9.09374 -3.12344 2.51831
H 9.82956 -1.97313 1.41085
H 8.43192 -2.91072 0.89500
H 5.22976 -2.19151 3.92755
H 6.87001 -1.98927 4.47410
H 6.05220 -4.28101 2.60067
H 5.96497 -4.39528 4.35423
H 7.52275 -4.17557 3.56781
C -8.34938 0.91765 -4.55406
C -6.84685 0.90501 -4.31950
N -6.49144 0.98275 -2.91358
C -5.08773 1.27192 -2.68186
C -4.04938 0.23536 -3.12782
C -7.08138 -0.03326 -2.05591
C -6.81756 -1.50401 -2.40304
H -8.80662 1.77928 -4.06567
H -8.55576 0.97650 -5.62342
H -8.83188 0.01456 -4.17859
H -6.40521 1.78040 -4.80415
H -6.41710 0.02571 -4.82647
H -4.95352 1.46562 -1.61431
H -4.86722 2.21863 -3.18628
H -4.03537 -0.63565 -2.47357
H -3.05274 0.68016 -3.09543
H -4.22125 -0.10619 -4.14965
H -8.16212 0.12612 -2.03937
H -6.73853 0.16810 -1.03783
H -6.95655 -1.69618 -3.46832
H -7.51962 -2.14087 -1.86166
H -5.81145 -1.82076 -2.13296
```

Multiplicity = 1
Max |F| = 0.0185 hartree/bohr
Molar mass = 334.35 g mol⁻¹
Net charge = 0
Frontier orbital gap = 0.312 hartree
SMILES string = COCCOCB(C)O.CCN(CC)CC.CCN(CC)CC

For reference, the natural (NBO) charges in units of e are: -0.241, -0.554, -0.067, -0.067, -0.551, -0.418, 1.004, -1.011, -0.901, 0.169, 0.180, 0.176, 0.176, 0.170, 0.158, 0.167, 0.199, 0.197, 0.224, 0.234, 0.257, 0.501, -0.618, -0.215, -0.454, -0.204, -0.635, -0.215, -0.638, 0.217, 0.213, 0.197, 0.198, 0.157, 0.189, 0.188, 0.200, 0.211, 0.205, 0.191, 0.193, 0.204, 0.211, 0.202, -0.616, -0.213, -0.453, -0.209, -0.635, -0.215, -0.638, 0.211, 0.211, 0.201, 0.194, 0.157, 0.200, 0.185, 0.202, 0.208, 0.203, 0.190, 0.197, 0.202, 0.210, 0.204


A 3-piece molecular cluster, C17H43FN4O3S overall, computed with ωB97M-V/def2-TZVPD.

XYZ file:
```
69
C17H43FN4O3S (ωB97M-V/def2-TZVPD)
C 2.78491 -0.78970 -0.24843
O 2.93918 -2.14454 -0.63869
C 2.89905 -3.02702 0.44899
N 4.01110 -3.97473 0.38318
C 4.44311 -4.54115 1.67126
C 5.94469 -4.34421 2.02970
C 6.88812 -4.02775 0.85733
N 8.08674 -4.89989 1.00752
S 3.86779 -5.06149 -0.82227
O 2.67913 -4.80789 -1.52553
O 4.03368 -6.39504 -0.38301
F 5.02233 -4.76716 -1.80928
H 3.75359 -0.37665 0.03957
H 2.01835 -0.64055 0.51144
H 2.45717 -0.23684 -1.12431
H 2.97227 -2.42822 1.35273
H 1.93918 -3.54616 0.49436
H 4.19680 -5.58941 1.80044
H 3.87979 -4.01308 2.43281
H 6.29693 -5.22535 2.55528
H 6.01674 -3.50992 2.72119
H 7.25757 -3.01342 0.95092
H 6.46216 -4.23316 -0.11693
H 7.80168 -5.84551 0.77902
H 8.79827 -4.61931 0.34331
C 0.44021 2.95622 1.53560
C -0.89669 2.25697 1.34184
N -1.09207 1.13619 2.24023
C -2.21410 0.29120 1.86972
C -3.61905 0.90194 1.91824
C -0.96316 1.42913 3.65695
C -1.87231 2.50952 4.25565
H 1.26397 2.24351 1.46634
H 0.58102 3.70931 0.75900
H 0.50364 3.46729 2.49712
H -0.92430 1.88598 0.31311
H -1.70524 2.99981 1.42572
H -2.19897 -0.60998 2.48924
H -2.03992 -0.06619 0.84985
H -3.97504 1.02406 2.94047
H -4.32349 0.23566 1.41567
H -3.66836 1.86639 1.41194
H 0.07413 1.71776 3.84914
H -1.09450 0.50133 4.21927
H -1.90891 3.40837 3.63865
H -1.49062 2.80498 5.23529
H -2.88970 2.15277 4.40592
C -2.62992 0.30288 -2.45240
C -3.84993 1.05733 -2.96004
N -4.05329 2.33910 -2.30984
C -5.36024 2.91662 -2.57161
C -5.69999 3.31000 -4.01386
C -2.93227 3.26048 -2.36760
C -2.39717 3.64985 -3.75153
H -2.66537 0.19120 -1.36758
H -2.60226 -0.69436 -2.89287
H -1.69784 0.80288 -2.72070
H -4.72693 0.43411 -2.76623
H -3.77460 1.15623 -4.05417
H -5.49390 3.78947 -1.92657
H -6.11185 2.19660 -2.23216
H -5.17595 4.21270 -4.32463
H -6.76846 3.52210 -4.09166
H -5.47449 2.51348 -4.72338
H -2.10436 2.82842 -1.79722
H -3.18908 4.17064 -1.81959
H -2.27452 2.78610 -4.40626
H -1.41547 4.11658 -3.64456
H -3.03899 4.37351 -4.25106
```

Multiplicity = 1
Max |F| = 0.0385 hartree/bohr
Molar mass = 402.62 g mol⁻¹
Net charge = 0
Frontier orbital gap = 0.322 hartree
SMILES string = COCN(CCCN)S(=O)(=O)F.CCN(CC)CC.CCN(CC)CC

For reference, the natural (NBO) charges in units of e are: -0.259, -0.532, 0.112, -0.711, -0.226, -0.421, -0.222, -0.836, 2.558, -0.923, -0.924, -0.465, 0.174, 0.177, 0.199, 0.178, 0.183, 0.229, 0.204, 0.223, 0.205, 0.193, 0.179, 0.348, 0.354, -0.615, -0.214, -0.457, -0.204, -0.638, -0.215, -0.638, 0.205, 0.213, 0.203, 0.196, 0.162, 0.190, 0.188, 0.199, 0.213, 0.210, 0.189, 0.196, 0.204, 0.211, 0.204, -0.616, -0.213, -0.454, -0.205, -0.635, -0.215, -0.638, 0.206, 0.216, 0.201, 0.196, 0.159, 0.191, 0.189, 0.200, 0.211, 0.205, 0.188, 0.196, 0.204, 0.211, 0.203


A 3-piece molecular cluster, C17H44BrN7O7P3S2 overall, computed with ωB97M-V/def2-TZVPD.

XYZ file:
```
81
C17H44BrN7O7P3S2 (ωB97M-V/def2-TZVPD)
C -2.77309 2.01564 -0.56935
C -2.35614 0.87420 -1.28130
C -1.76529 -0.31620 -2.28473
C -0.92735 0.40095 -3.51355
C -1.82193 0.58945 -4.87667
S -2.54860 2.30901 -5.10610
O -3.71135 2.14044 -6.16059
O -3.21107 2.90762 -3.84323
N -1.34543 3.31740 -5.86770
S -0.74423 4.56500 -4.80617
O -1.61271 5.87459 -4.91094
O -0.46922 4.11926 -3.35047
P 1.20391 5.14251 -5.61392
O 1.09563 4.86452 -7.36512
Br 1.65609 7.32899 -5.18883
H -3.02424 3.12027 -0.19286
H -2.58789 -1.07045 -2.64364
H -0.98045 -0.91670 -1.61882
H -0.05409 -0.36207 -3.79160
H -0.39859 1.37731 -3.13574
H -1.06708 0.43374 -5.78862
H -2.65091 -0.25513 -5.01754
H 1.60247 4.00325 -7.57710
O 2.49306 -0.74690 -2.51970
P 3.95104 -1.04986 -2.09540
N 3.49403 -2.36512 -1.10615
C 3.09287 -2.25799 0.28093
C 2.77649 -3.44663 -1.78259
N 4.10438 0.38592 -1.16176
C 4.46606 0.48279 0.24353
C 3.25768 1.52781 -1.51509
N 5.62710 -1.39813 -1.60762
C 6.55820 -0.58825 -2.40341
C 6.10859 -2.78609 -1.70884
H 3.92727 -1.91200 0.89587
H 2.84329 -3.23345 0.71825
H 2.23351 -1.59808 0.41193
H 3.40106 -3.85756 -2.58178
H 1.83430 -3.10875 -2.22312
H 2.54849 -4.28548 -1.11531
H 3.59893 0.34404 0.89583
H 4.88529 1.47166 0.46737
H 5.24798 -0.22234 0.53647
H 2.24345 1.40539 -1.11893
H 3.20184 1.64987 -2.60160
H 3.66282 2.47028 -1.12853
H 6.53856 -0.87499 -3.46244
H 7.58582 -0.69496 -2.03189
H 6.33317 0.48307 -2.35084
H 5.91522 -3.20394 -2.70246
H 5.65353 -3.43572 -0.95536
H 7.18590 -2.84691 -1.51253
O -2.29115 -1.36901 2.58465
P -3.16556 -1.36393 3.86251
N -4.00927 0.04680 3.39844
C -3.57211 1.40021 3.66967
C -4.72325 -0.03324 2.12332
N -1.85413 -0.97096 4.90288
C -1.76698 0.15893 5.81435
C -0.50344 -1.34216 4.47451
N -4.17075 -1.35810 5.33150
C -3.96518 -2.60261 6.08322
C -5.62815 -1.21299 5.17848
H -3.56919 1.59405 4.74508
H -4.27264 2.14972 3.27907
H -2.58601 1.60697 3.25016
H -5.46128 -0.84017 2.16617
H -4.05177 -0.22704 1.28219
H -5.28567 0.87921 1.89516
H -1.42377 1.06458 5.30573
H -1.05371 -0.04977 6.62144
H -2.70882 0.37335 6.32559
H -0.10951 -0.62617 3.74458
H -0.49705 -2.34235 4.02943
H 0.19407 -1.38603 5.31912
H -4.33385 -3.47457 5.52833
H -4.47842 -2.56345 7.05299
H -2.90916 -2.78442 6.31325
H -6.02719 -1.93358 4.45680
H -5.91084 -0.20339 4.86604
H -6.14356 -1.36118 6.13515
```

Multiplicity = 1
Max |F| = 0.1842 hartree/bohr
Molar mass = 695.54 g mol⁻¹
Net charge = -1
Frontier orbital gap = 0.226 hartree

For reference, the Löwdin charges in units of e are: 0.033, -0.087, -0.194, -0.223, -0.266, 0.646, -0.461, -0.418, -0.393, 0.410, -0.500, -0.478, 0.451, -0.462, 0.178, 0.064, 0.108, 0.108, 0.107, 0.118, 0.109, 0.118, 0.064, -0.311, 0.762, -0.370, -0.125, -0.141, -0.326, -0.150, -0.131, -0.279, -0.159, -0.134, 0.059, 0.080, 0.087, 0.066, 0.068, 0.076, 0.075, 0.077, 0.068, 0.087, 0.075, 0.080, 0.079, 0.081, 0.077, 0.081, 0.079, 0.079, -0.304, 0.757, -0.367, -0.126, -0.138, -0.329, -0.152, -0.146, -0.281, -0.163, -0.132, 0.057, 0.082, 0.085, 0.064, 0.055, 0.080, 0.075, 0.074, 0.070, 0.083, 0.070, 0.073, 0.078, 0.080, 0.074, 0.082, 0.081, 0.079


A 7-piece molecular cluster, C17H44ClO10S7 overall, computed with ωB97M-V/def2-TZVPD.

XYZ file:
```
79
C17H44ClO10S7 (ωB97M-V/def2-TZVPD)
O -3.49377 1.49146 -0.47173
C -3.31639 0.83804 0.57268
O -4.04418 -0.08414 1.02842
C -2.06135 1.16691 1.40267
C -1.45395 -0.09198 2.02163
C -1.10176 -1.15720 0.98603
C 0.25367 -0.93214 0.28349
S 0.25948 -0.37710 -1.39811
O 1.53683 -0.72350 -1.95598
O -0.16782 0.97702 -1.50512
Cl -1.12300 -1.57484 -2.29883
H -2.31957 1.88716 2.18017
H -1.31635 1.64027 0.76077
H -2.13818 -0.50923 2.75618
H -0.53775 0.19851 2.54932
H -1.90473 -1.24886 0.25765
H -1.04701 -2.11840 1.49706
H 0.80429 -1.86854 0.26208
H 0.84867 -0.18482 0.80570
C -4.41238 6.37670 -1.21240
S -5.51581 5.79126 0.08217
O -4.76710 5.89540 1.36287
C -5.49532 4.07635 -0.43754
H -4.25122 7.44229 -1.05930
H -3.46465 5.84260 -1.14534
H -4.87643 6.21044 -2.18462
H -4.47593 3.68175 -0.44595
H -5.93704 4.00354 -1.43225
H -6.09107 3.50126 0.26798
C -7.78182 -0.69984 1.72996
S -8.53519 -0.43087 0.12883
O -9.98900 -0.17537 0.35377
C -8.37597 -2.12199 -0.44799
H -7.81415 0.23947 2.27690
H -8.34434 -1.46324 2.26943
H -6.73987 -0.99893 1.59579
H -8.89794 -2.78928 0.23890
H -7.31803 -2.37668 -0.51049
H -8.82527 -2.17916 -1.43736
C -7.63089 1.27813 -3.42088
S -7.91348 -0.42500 -3.90899
O -6.59821 -1.10588 -3.92674
C -8.34260 -0.07956 -5.62282
H -7.31008 1.26971 -2.38050
H -6.84752 1.70821 -4.04525
H -8.56011 1.84080 -3.51771
H -7.51565 0.44205 -6.10500
H -9.24984 0.52432 -5.65578
H -8.51756 -1.03210 -6.11843
C 4.83052 -0.22926 -1.37577
S 4.54886 -1.18851 0.10963
O 3.67905 -0.37261 1.00524
C 6.21532 -1.05629 0.75252
H 3.87959 -0.15876 -1.90116
H 5.18298 0.76555 -1.10162
H 5.56618 -0.74207 -1.99629
H 6.47839 -0.00752 0.88651
H 6.91274 -1.53811 0.06559
H 6.24153 -1.56423 1.71496
C 9.72213 -3.39019 0.89119
S 9.77347 -3.20038 -0.89290
O 8.46493 -2.62495 -1.28752
C 9.71222 -4.95309 -1.28774
H 9.69894 -2.39051 1.32587
H 8.82011 -3.93527 1.17051
H 10.61364 -3.92218 1.22523
H 8.81248 -5.39210 -0.85667
H 10.60466 -5.44310 -0.89808
H 9.68552 -5.04761 -2.37109
C 7.85303 1.65856 3.51642
S 9.22531 0.50267 3.44767
O 9.04269 -0.29686 2.20837
C 8.67251 -0.52536 4.81419
H 7.97920 2.37078 2.70401
H 6.91380 1.11957 3.39079
H 7.87041 2.18439 4.47096
H 7.67558 -0.91005 4.59910
H 8.66710 0.06323 5.73145
H 9.37441 -1.35074 4.91326
```

Multiplicity = 1
Max |F| = 0.0191 hartree/bohr
Molar mass = 668.45 g mol⁻¹
Net charge = -1
Frontier orbital gap = 0.222 hartree

For reference, the Löwdin charges in units of e are: -0.065, -0.743, -0.084, -0.131, -0.221, -0.225, -0.277, 0.330, -0.382, -0.316, 0.412, 0.108, 0.092, 0.101, 0.102, 0.073, 0.109, 0.097, 0.100, -0.283, 0.779, -0.564, -0.269, 0.040, 0.060, 0.046, 0.044, 0.047, 0.054, -0.262, 0.784, -0.575, -0.270, 0.051, 0.053, 0.051, 0.053, 0.064, 0.028, -0.264, 0.770, -0.535, -0.277, 0.037, 0.060, 0.055, 0.055, 0.048, 0.044, -0.257, 0.805, -0.561, -0.285, 0.026, 0.059, 0.056, 0.046, 0.021, 0.044, -0.266, 0.811, -0.555, -0.276, 0.017, 0.061, 0.052, 0.057, 0.049, 0.047, -0.263, 0.814, -0.558, -0.269, 0.053, 0.059, 0.054, 0.059, 0.053, 0.047